Run P
{
  "formula": "C36H66N10O12",
  "method": "ωB97M-V with the def2-TZVPD basis set",
  "symbols": ["O", "O", "O", "O", "O", "O", "O", "O", "O", "O", "O", "O", "N", "N", "N", "N", "N", "N", "N", "N", "N", "N", "C", "C", "C", "C", "C", "C", "C", "C", "C", "C", "C", "C", "C", "C", "C", "C", "C", "C", "C", "C", "C", "C", "C", "C", "C", "C", "C", "C", "C", "C", "C", "C", "C", "C", "C", "C", "H", "H", "H", "H", "H", "H", "H", "H", "H", "H", "H", "H", "H", "H", "H", "H", "H", "H", "H", "H", "H", "H", "H", "H", "H", "H", "H", "H", "H", "H", "H", "H", "H", "H", "H", "H", "H", "H", "H", "H", "H", "H", "H", "H", "H", "H", "H", "H", "H", "H", "H", "H", "H", "H", "H", "H", "H", "H", "H", "H", "H", "H", "H", "H", "H", "H"],
  "positions_angstrom": [[-21.24972, -0.92342, 10.89965], [-20.97662, 0.64145, 9.37577], [-15.82548, 2.74952, 13.37698], [-22.99642, 8.34588, 8.15115], [-17.49330, 2.81392, 14.72634], [-15.96061, 5.41824, 8.33633], [-13.75444, 1.60869, 11.19349], [-25.02190, 2.68000, 9.39988], [-22.38132, 7.16351, 11.74687], [-20.18618, 1.21433, 13.08111], [-18.55971, 0.00683, 17.54033], [-15.62576, 5.71413, 16.24835], [-22.93017, 6.10721, 7.82869], [-15.87090, 4.15062, 17.90133], [-19.28429, 1.87806, 18.70035], [-14.27266, 4.12672, 7.51851], [-22.43903, 9.38083, 11.79879], [-16.96407, 3.00672, 13.65826], [-12.74383, 2.19031, 13.19769], [-19.71616, -0.55948, 14.45296], [-23.69767, 2.82782, 11.19273], [-20.56770, -0.16368, 10.26825], [-22.38763, 2.40457, 11.69430], [-22.59620, 7.24310, 8.41474], [-17.10488, -1.52464, 10.20702], [-14.90735, 2.84021, 7.83208], [-22.41477, 4.80252, 8.22433], [-12.49014, 3.34868, 14.04793], [-18.94486, 0.57325, 18.56140], [-17.80143, 3.68745, 12.62367], [-17.28030, 4.10250, 11.42107], [-18.51964, -1.49941, 10.26851], [-18.40596, 0.93681, 10.28839], [-20.24627, -1.64543, 15.30946], [-23.92477, 6.10767, 6.78752], [-19.93995, 2.39755, 19.84519], [-22.96924, 8.17006, 11.96219], [-16.41229, -0.38084, 10.12828], [-15.91157, 5.12141, 19.00146], [-21.10526, 9.52927, 11.29314], [-19.26755, 2.72439, 17.51254], [-17.05966, 0.85181, 10.28799], [-18.25318, -0.48612, 14.25311], [-15.64882, 4.51281, 16.58255], [-15.70400, 2.73312, 18.21314], [-12.86799, 4.14154, 6.97657], [-19.27026, 5.45217, 11.02131], [-24.13173, 2.20562, 10.09988], [-13.33385, 2.48521, 11.94018], [-19.75585, 5.02975, 12.28243], [-14.85015, 5.31834, 7.83636], [-23.16716, 10.55723, 12.29624], [-12.88078, 0.87674, 13.67595], [-19.02007, 4.17749, 13.07243], [-18.02956, 5.00633, 10.61001], [-24.27053, 4.06463, 11.64698], [-20.48071, 0.41026, 13.94911], [-19.13856, -0.23662, 10.29841], [-20.89898, 2.84935, 19.60847], [-13.47095, 3.57848, 11.82394], [-24.04674, 8.21793, 12.37936], [-15.95389, 3.04011, 8.08422], [-15.33338, -0.39837, 10.00231], [-14.95104, 5.30137, 19.40476], [-20.29436, -2.54818, 14.62425], [-18.03999, 0.46041, 13.72045], [-21.51326, 0.32385, 14.40858], [-16.35457, 6.02673, 18.81093], [-23.62312, 1.26146, 9.76065], [-21.49513, 2.89979, 11.21478], [-19.35829, 3.90311, 14.04827], [-16.43910, 4.70616, 19.85501], [-18.98103, 1.91521, 10.19936], [-20.75138, 5.37532, 12.54150], [-22.43774, 10.99923, 12.96017], [-15.80763, 2.10520, 17.32218], [-24.05167, 4.16968, 12.74267], [-14.47786, 2.35113, 8.67627], [-18.88461, 2.11145, 16.70930], [-21.02797, 8.88314, 10.42115], [-19.63547, -1.84403, 16.12652], [-22.31115, 2.56092, 12.76336], [-24.07387, 10.36281, 12.90116], [-23.87924, 4.92826, 11.02568], [-19.05099, -0.00675, 19.52315], [-13.57518, 0.83855, 14.52830], [-19.30211, 3.09128, 20.40269], [-16.24547, 3.74572, 11.25589], [-12.34393, 3.63447, 7.76686], [-13.50078, 0.31218, 12.94970], [-14.82387, 2.14113, 6.95910], [-22.27272, 1.33802, 11.53820], [-18.02323, -1.34458, 13.53674], [-14.16007, 6.16244, 7.77686], [-14.79463, 2.40477, 18.64745], [-16.45793, 1.70741, 10.39474], [-20.01100, 5.99655, 10.44719], [-21.29489, -1.38102, 15.61210], [-20.33355, 3.05987, 17.30168], [-23.37436, 11.19837, 11.43750], [-25.34139, 4.07325, 11.64104], [-18.62125, 3.62320, 17.59183], [-12.53780, 5.13585, 7.06574], [-24.30107, 5.13364, 6.52493], [-21.75122, 7.13962, 9.14631], [-20.31524, 9.33772, 12.04538], [-16.50042, 2.44515, 18.92088], [-19.20757, -2.32145, 10.34568], [-13.20794, 3.51529, 14.84004], [-23.27467, 4.13297, 8.19999], [-17.67547, -0.59464, 15.16115], [-12.82529, 3.69637, 5.96336], [-20.84821, 10.46463, 10.81424], [-24.74514, 6.70336, 7.22033], [-15.54951, 3.64169, 15.91238], [-16.70202, -2.48425, 10.11530], [-20.08159, 1.55748, 20.54934], [-12.49811, 4.21137, 13.36159], [-11.90336, 0.37897, 13.84498], [-11.50651, 3.27910, 14.51395], [-17.67251, 5.35099, 9.69188], [-21.84656, 4.81476, 9.12584], [-21.81121, 4.35043, 7.45667], [-23.48685, 6.59324, 5.90794]],
  "smiles": "O=[N+]([O-])c1ccccc1.O=[N+]([O-])c1ccccc1.CN(C)C=O.CN(C)C=O.CN(C)C=O.CN(C)C=O.CN(C)C=O.CN(C)C=O.CN(C)C=O.CN(C)C=O",
  "lumo_energy_ev": -0.20
}

=====

Run Q
{
  "formula": "C36H66N10O12",
  "method": "ωB97M-V with the def2-TZVPD basis set",
  "symbols": ["O", "O", "O", "O", "O", "O", "O", "O", "O", "O", "O", "O", "N", "N", "N", "N", "N", "N", "N", "N", "N", "N", "C", "C", "C", "C", "C", "C", "C", "C", "C", "C", "C", "C", "C", "C", "C", "C", "C", "C", "C", "C", "C", "C", "C", "C", "C", "C", "C", "C", "C", "C", "C", "C", "C", "C", "C", "C", "H", "H", "H", "H", "H", "H", "H", "H", "H", "H", "H", "H", "H", "H", "H", "H", "H", "H", "H", "H", "H", "H", "H", "H", "H", "H", "H", "H", "H", "H", "H", "H", "H", "H", "H", "H", "H", "H", "H", "H", "H", "H", "H", "H", "H", "H", "H", "H", "H", "H", "H", "H", "H", "H", "H", "H", "H", "H", "H", "H", "H", "H", "H", "H", "H", "H"],
  "positions_angstrom": [[16.19800, 41.80500, 9.48700], [15.18700, 42.11500, 16.91800], [18.39900, 47.41000, 17.32200], [17.37900, 43.50800, 10.28100], [23.09800, 44.28500, 16.77800], [17.90400, 43.93600, 20.91200], [20.50800, 40.00800, 20.35800], [14.68600, 38.72800, 16.84400], [19.33100, 42.55400, 13.76000], [19.76700, 46.28400, 15.78400], [14.59900, 33.08300, 13.71900], [21.34300, 40.34800, 16.35000], [16.35100, 43.06800, 9.80700], [14.77100, 42.36500, 19.21700], [17.65000, 41.16200, 13.33900], [16.16000, 34.80300, 13.50200], [20.24800, 38.62700, 15.52000], [13.50500, 38.84200, 14.87900], [18.74900, 43.90200, 18.86200], [22.95000, 44.52400, 14.54300], [18.68800, 46.54200, 16.27700], [18.65700, 39.48200, 19.26800], [20.88900, 37.54100, 16.20200], [16.42800, 44.39000, 13.68700], [15.24200, 44.52500, 14.26000], [12.74000, 45.41800, 9.96900], [16.75500, 34.65400, 14.95600], [16.83300, 40.25300, 12.45300], [14.42100, 41.02800, 19.49500], [19.92200, 39.81600, 19.31200], [14.80500, 45.63900, 15.28300], [19.20100, 38.13600, 14.56000], [23.88200, 45.54200, 14.52200], [15.27900, 45.16700, 10.42800], [15.16400, 33.98600, 13.06500], [19.45900, 45.14900, 19.05900], [14.77500, 43.34800, 20.32400], [22.55100, 43.89500, 15.70500], [16.03200, 46.40400, 15.99500], [17.74200, 39.58800, 20.51100], [14.10900, 43.50700, 8.78100], [12.43300, 39.44500, 13.97200], [17.45500, 46.02600, 15.52600], [19.06700, 43.11800, 17.65200], [17.80700, 39.21700, 18.07400], [17.72300, 45.13700, 14.25000], [17.97200, 43.39100, 19.82200], [13.83500, 39.26400, 16.10500], [15.16500, 43.86600, 9.64000], [14.08800, 37.68800, 14.34100], [22.30100, 43.99900, 13.33500], [18.77500, 41.87000, 13.00300], [13.87700, 45.90600, 10.70400], [16.98600, 35.45800, 12.61500], [12.78600, 44.38300, 8.95900], [20.40700, 40.01100, 15.67100], [15.08300, 42.78900, 17.95800], [17.08400, 41.07100, 14.68700], [14.31600, 44.06000, 13.94700], [17.17900, 38.68000, 20.54000], [16.09700, 41.54600, 14.71300], [15.04700, 34.10200, 12.06900], [17.06100, 40.26200, 20.55100], [12.91200, 39.38700, 12.97000], [13.53800, 40.03100, 16.52000], [21.52800, 37.95400, 16.86500], [22.98000, 44.30100, 12.54300], [14.96800, 44.28900, 19.79100], [15.95000, 47.04900, 16.94100], [11.58000, 38.86800, 14.17000], [21.34800, 44.73500, 13.09800], [21.55100, 37.04500, 15.58200], [17.10000, 39.20700, 12.62000], [17.75900, 40.13700, 17.52700], [21.82800, 42.99300, 13.36500], [17.67600, 42.38400, 19.57500], [17.02000, 40.54200, 11.42500], [13.93900, 36.77800, 14.90400], [17.03300, 36.57800, 12.49600], [12.35900, 40.66600, 13.99200], [17.02500, 38.75500, 18.13500], [16.71300, 35.21300, 11.70200], [13.39200, 40.86300, 19.19400], [13.72900, 46.72300, 11.27700], [19.68300, 43.71700, 16.94600], [16.70600, 43.78300, 13.10500], [16.22400, 33.96100, 15.48400], [16.86900, 40.07600, 15.20400], [20.05900, 45.34600, 18.16700], [20.45200, 39.57400, 18.23100], [13.91600, 43.35700, 20.85900], [18.34700, 39.60400, 21.41500], [19.58200, 40.50000, 15.19800], [18.82600, 45.88400, 19.47900], [18.16900, 35.05100, 12.84100], [18.57500, 38.38400, 17.54200], [16.69500, 35.48400, 15.52900], [13.83000, 45.71900, 15.56000], [18.07700, 38.29300, 15.00000], [20.21600, 44.87800, 19.62300], [15.14900, 40.30300, 19.07000], [18.57300, 44.86700, 13.94500], [16.03700, 45.44600, 11.14900], [24.28900, 45.65100, 15.53300], [13.90300, 37.39700, 13.37200], [19.51000, 42.19100, 17.92900], [15.22200, 37.62900, 14.43900], [15.56100, 43.03500, 21.03800], [24.67000, 45.11300, 13.66100], [13.94900, 42.65500, 8.15000], [21.87200, 43.11600, 15.64800], [11.94600, 46.04600, 10.29000], [15.39700, 43.82900, 17.95200], [19.13400, 37.11500, 14.35500], [20.20000, 36.77600, 16.62100], [17.77400, 41.63000, 15.35300], [15.66900, 40.25400, 12.65500], [18.02700, 43.09100, 17.32700], [11.91700, 44.05100, 8.35900], [19.30900, 38.39600, 13.59300], [17.76000, 34.43000, 14.92900], [19.09800, 41.77600, 11.94600], [14.42100, 40.70200, 20.52400], [23.40700, 46.59500, 14.22300]],
  "smiles": "O=[N+]([O-])c1ccccc1.O=[N+]([O-])c1ccccc1.CN(C)C=O.CN(C)C=O.CN(C)C=O.CN(C)C=O.CN(C)C=O.CN(C)C=O.CN(C)C=O.CN(C)C=O",
  "lumo_energy_ev": -1.61
}

=====

Which structure wins on stability? run P wins.